No. 1
ORCA calculation (ωB97M-V/def2-TZVPD) on a molecular structure, F24NaP4 at a distorted geometry.

Structure (XYZ):
```
29
Properties=species:S:1:pos:R:3:nbo_charge:R:1
F -2.6233 1.7227 -2.8110 -0.601
F -2.7098 2.1317 2.8144 -0.596
F 1.1058 -4.5330 0.2119 -0.608
F 0.3488 1.0246 2.6814 -0.596
F 4.7254 0.8231 -1.4242 -0.600
F 3.7751 2.8794 -1.1246 -0.604
Na 0.2866 0.4663 -0.0249 0.955
F -0.1488 -1.6799 1.2096 -0.602
F -1.3666 0.7677 4.0906 -0.599
F -1.7171 0.3036 1.8082 -0.579
F -0.6792 2.9257 3.4182 -0.605
P -1.1930 1.5649 2.6716 2.593
F -1.7639 -0.0583 -3.9318 -0.590
F 0.4666 -3.6779 2.2384 -0.603
F -4.0545 0.0199 -3.4938 -0.612
P 3.3298 1.3439 -0.7740 2.595
F -3.5681 0.3278 -1.2964 -0.590
F 4.0457 1.4100 0.6709 -0.592
F -1.3070 0.1398 -1.6808 -0.618
F 2.5958 1.2818 -2.2260 -0.592
F -2.7066 -1.4956 -2.4430 -0.586
F 2.8254 -0.1518 -0.4772 -0.582
F -0.9210 2.3081 1.2484 -0.604
F 1.9711 -2.5351 0.9574 -0.591
F 0.4993 -2.5564 -0.8091 -0.592
P 0.4843 -3.1131 0.7090 2.599
F -1.0148 -3.6753 0.4709 -0.594
P -2.6649 0.0963 -2.6261 2.605
F 1.9787 1.9390 -0.0581 -0.610
```

**Total charge**: -3
**E_HOMO**: -0.1523 Eh
**Energy above the lowest of the compared OMol25 structures with the same formula, charge and spin**: 0.0 kJ/mol
**Frontier orbital gap**: 10.412 eV
**Spin multiplicity**: 1


No. 2
ORCA calculation (ωB97M-V/def2-TZVPD) on a molecular structure, C20H27EuN2O2PS2 at a distorted geometry.

Structure (XYZ):
```
55
Properties=species:S:1:pos:R:3:lowdin_spin:R:1
H 2.8751 -1.6893 -0.6448 0.000
H -2.8806 -1.8456 4.0921 0.005
C -2.5655 0.6088 -4.4053 0.001
H 3.1086 2.1833 -2.5665 0.000
C -2.3741 -0.6560 -3.8640 -0.003
C -0.0408 -0.2268 5.0695 0.078
S -1.0085 -2.1686 1.7132 0.155
C -1.2213 1.5701 -2.6250 -0.005
C -2.5266 -0.9784 6.0595 -0.006
H -2.1558 2.7268 -4.2109 0.000
C -1.6221 -0.8217 -2.6768 -0.008
H 1.6622 -2.8010 0.0656 0.002
H 0.3598 0.6498 6.9798 -0.002
Eu 0.0175 0.0037 0.2913 6.554
H 0.1962 -3.3059 -2.9297 0.000
C -1.4663 -2.2126 -2.0950 0.002
H 1.6132 4.7074 -1.1202 0.000
H 1.5247 1.2347 1.1530 -0.170
H 2.1027 -2.1642 -3.5089 0.000
C -0.9123 -0.9960 4.2718 0.026
H 2.5671 -3.2875 -1.4111 0.000
S 1.4588 0.2049 4.2495 0.008
O 1.5569 1.6174 3.9899 0.002
C 1.5923 3.8617 -0.4178 -0.003
H -0.4017 3.5803 -2.6982 -0.001
H 2.0188 3.4736 -3.1551 -0.002
P 1.0920 2.2931 -1.2365 -0.039
H -1.8898 -0.0347 7.8985 0.005
C -0.3658 0.1024 6.3782 -0.009
H 1.6842 1.7579 -3.5430 0.000
H -2.8277 -1.5284 -4.3323 -0.001
N 0.8090 -0.5204 2.7733 0.029
C -2.0168 1.7300 -3.7832 -0.002
H 1.5678 -0.9581 2.2304 0.005
C 2.0988 -2.4388 -0.8793 0.002
C -1.0688 0.3009 -2.0785 -0.058
C -1.6123 -0.2905 6.8735 0.087
H 2.5940 3.7072 0.0069 -0.001
C -0.3506 -1.2820 2.9799 0.286
O 2.5954 -0.5953 4.6285 0.009
C -0.5611 2.7723 -1.9692 -0.002
H 2.3858 -0.5660 -2.7599 0.000
C -0.0431 -2.8025 -1.9792 0.000
H -1.1537 3.1567 -1.1177 0.000
H -1.9487 -2.2395 -1.1003 0.003
H -2.0334 -2.9123 -2.7219 0.000
H 0.8483 -0.8916 -3.5976 0.000
C -2.1910 -1.3348 4.7618 0.070
H 0.9031 4.0675 0.4125 -0.001
H -3.4991 -1.2070 6.4818 -0.002
H -3.1728 0.7270 -5.3042 0.000
C 2.0649 2.4441 -2.7777 -0.008
N 1.0406 -1.8333 -1.7030 -0.008
H -0.0517 -3.5610 -1.1852 0.000
C 1.6243 -1.3320 -2.9627 0.000
```

**Expectation value of S²**: 16.049
**E_HOMO (alpha / beta)**: -0.2301 / -0.2760 Eh
**Frontier orbital gap (alpha / beta)**: 4.827 / 6.955 eV
**Spin multiplicity**: 8


No. 3
ORCA calculation (ωB97M-V/def2-TZVPD) on a molecular structure, FFeHO2P at a distorted geometry.

Structure (XYZ):
```
6
Properties=species:S:1:pos:R:3:lowdin_spin:R:1
O 0.9630 0.4243 0.0976 0.228
H -0.8228 -2.7196 -0.0043 0.065
P -0.4112 1.0222 0.6539 0.364
F -0.8930 1.9473 -0.7169 0.088
Fe 0.1862 -1.3240 -0.2621 3.905
O -1.3302 -0.2872 0.5588 0.350
```

**Expectation value of S²**: 8.766
**E_HOMO (alpha / beta)**: -0.3594 / -0.3736 Eh
**Energy above the lowest of the compared OMol25 structures with the same formula, charge and spin**: 133.4 kJ/mol
**Frontier orbital gap (alpha / beta)**: 9.637 / 6.314 eV
**Spin multiplicity**: 6


No. 4
ORCA calculation (ωB97M-V/def2-TZVPD) on a molecular structure, C14H8Cl2F6N4O6ReS2.

Structure (XYZ):
```
43
Properties=species:S:1:pos:R:3:lowdin_spin:R:1
F 5.2470 1.4220 -2.3973 0.000
Cl -2.5847 -5.4564 0.5897 -0.003
N 0.8048 1.3382 -0.6336 0.004
F -0.0163 1.4513 2.5172 0.000
Re -0.2923 -1.3317 0.0983 0.921
O 2.8809 3.3243 -1.9681 0.000
C 4.3996 1.2512 -1.3878 0.000
H 1.7799 -7.5424 0.3455 -0.001
F 2.0517 0.8195 2.4803 0.000
N -0.7982 -2.9812 0.2572 -0.065
H -5.7452 4.1756 -0.7025 0.000
H -0.6795 -7.5599 0.5651 0.000
C 1.9252 -5.4129 0.1889 0.002
C -0.1481 -6.6251 0.4554 0.002
C -0.2072 -4.2251 0.2994 -0.002
H -3.5073 5.1151 -1.1860 0.000
C 1.1815 -4.2576 0.1792 -0.007
O 1.0539 0.0937 -0.0678 0.033
F 3.4202 0.4390 -1.7763 0.000
S 3.7342 2.9047 -0.9041 0.000
O -1.7350 -0.1040 -0.0296 0.093
H -1.4882 3.7442 -0.8563 0.000
H 3.0010 -5.3861 0.0913 0.000
Cl 1.8992 -2.6667 0.0143 0.022
C -3.6054 4.0975 -0.8318 0.000
C -4.8596 3.5704 -0.5615 0.000
C -2.5967 2.0249 -0.2068 0.000
N -1.4076 1.2522 0.0735 0.010
H -3.9245 0.4638 0.4186 0.000
F 1.5452 2.8409 3.0552 0.000
C -3.8425 1.4814 0.0692 0.000
N 2.8995 2.4775 0.4224 0.000
O 0.6034 3.6804 0.3917 0.000
O -0.4871 1.5196 -1.0272 0.007
H -5.9474 1.8458 0.1045 0.000
C -4.9730 2.2644 -0.1099 0.000
F 5.0431 0.6893 -0.3681 0.000
C -2.4635 3.3321 -0.6531 -0.001
C -0.8698 -5.4415 0.4403 -0.008
C 1.2333 -6.6100 0.3310 -0.008
C 1.2237 1.8231 2.2678 0.000
S 1.3841 2.4963 0.5152 0.000
O 4.8680 3.6621 -0.5034 0.000
```

**Expectation value of S²**: 0.765
**E_HOMO (alpha / beta)**: -0.3285 / -0.3282 Eh
**Energy above the lowest of the compared OMol25 structures with the same formula, charge and spin**: 357.6 kJ/mol
**Frontier orbital gap (alpha / beta)**: 7.792 / 7.991 eV
**Spin multiplicity**: 2


No. 5
ORCA calculation (ωB97M-V/def2-TZVPD) on a single C8H13N3O2 molecule at a distorted geometry.

Structure (XYZ):
```
26
Properties=species:S:1:pos:R:3:nbo_charge:R:1
H 2.1921 1.2717 0.6970 0.222
H 2.3541 2.0144 -0.8703 0.226
N -1.7122 0.4716 -0.5303 -0.288
C -0.0072 -1.5689 0.8512 -0.507
C 1.5962 -1.0361 -1.0726 -0.618
H -3.1788 3.5716 -0.4879 0.228
C 0.7089 -2.9638 1.0513 0.794
H 0.7138 -4.9178 1.2162 0.501
H -3.9910 2.0151 -0.4698 0.220
C 0.1365 -1.0016 -0.6258 -0.010
H -0.4332 -1.5364 -1.3389 0.221
H 1.6871 2.9136 0.4562 0.249
C 0.2478 1.5807 -0.3284 0.353
C -3.1453 2.5798 -0.1151 -0.646
H 1.8879 -2.0475 -1.2193 0.233
H 1.7649 -0.4487 -1.9054 0.214
H -1.0153 -1.6203 1.2454 0.242
N -0.4041 0.3909 -0.5649 -0.177
H -3.3298 2.7457 0.9493 0.219
O 0.0247 -4.1785 1.2660 -0.700
H 2.2069 -0.4939 -0.3949 0.216
O 1.9230 -2.9358 1.0392 -0.601
C -1.8175 1.7904 -0.2888 0.314
N -0.6656 2.4639 -0.1605 -0.495
C 1.7133 1.9459 -0.0479 -0.651
H 0.5429 -1.0057 1.6491 0.242
```

**E_HOMO**: -0.3365 Eh
**Energy above the lowest of the compared OMol25 structures with the same formula, charge and spin**: 11.3 kJ/mol
**Frontier orbital gap**: 9.776 eV
**Spin multiplicity**: 1


No. 6
ORCA calculation (ωB97M-V/def2-TZVPD) on a gas-phase ion, C14H19N3O (charge +2) at a distorted geometry.

Structure (XYZ):
```
37
Properties=species:S:1:pos:R:3:nbo_charge:R:1
H 3.5346 0.6126 2.2273 0.281
C 3.0603 1.5206 -1.2998 0.115
O -5.9606 -1.9888 -0.1282 -0.515
H 6.2358 -0.0324 1.2823 0.378
H -5.3894 -3.5235 1.3405 0.257
C -1.1101 0.5765 -0.2155 0.003
H 0.8969 1.5374 -2.5350 0.291
C 5.2787 1.4332 0.1002 -0.086
C -5.7944 -0.5094 -0.3021 0.072
H -3.9061 -1.1750 -2.3956 0.305
C 5.3719 -1.0582 -0.2834 -0.464
H 0.6729 0.2425 2.1446 0.291
N -4.3062 -0.1381 -0.2950 -0.374
C 1.4120 1.3414 -1.4987 -0.196
C 0.5056 0.8565 -0.2216 -0.007
H -4.9523 -1.7317 1.7736 0.166
C -3.7684 0.6569 0.8903 0.104
H -3.9144 -2.6716 0.4586 0.184
C 2.9512 0.8179 1.2303 0.101
H 5.6339 2.0744 -0.8372 0.246
H 6.1048 -1.9971 -0.2822 0.260
H -6.2966 -0.1987 -1.3242 0.260
C -1.8118 -0.2486 -1.4896 -0.186
H -1.7586 1.6784 1.9348 0.293
H 5.5341 2.1100 1.0448 0.254
C -5.0112 -2.5077 0.8698 -0.294
H -1.1263 -0.6035 -2.3755 0.283
H 4.4472 -1.3840 0.3947 0.174
H 3.7263 1.8569 -2.2224 0.293
N 3.7803 1.2391 0.0262 -0.354
C -3.4478 -0.5922 -1.4870 0.106
H 4.9882 -0.9547 -1.3920 0.214
N 6.0848 0.1626 0.2547 -0.592
H -6.3042 -0.0125 0.6422 0.226
H -4.5197 0.9584 1.7587 0.298
C 1.3095 0.5939 1.2116 -0.192
C -2.1512 1.0589 1.0000 -0.195
```

**Total charge**: +2
**E_HOMO**: -0.5575 Eh
**Energy above the lowest of the compared OMol25 structures with the same formula, charge and spin**: 1517.2 kJ/mol
**Frontier orbital gap**: 6.560 eV
**Spin multiplicity**: 1


No. 7
ORCA calculation (ωB97M-V/def2-TZVPD) on a single C6H12O molecule.

Structure (XYZ):
```
19
Properties=species:S:1:pos:R:3:nbo_charge:R:1
O 1.0635 -0.6868 1.7199 -0.720
C 2.4101 0.0017 -0.0907 -0.615
C -1.4671 0.4751 0.0155 -0.229
H 0.1556 -0.7099 2.0480 0.467
H -2.1064 1.2243 0.4785 0.214
H -1.5411 -1.5962 -0.6422 0.209
H 2.7547 0.8835 0.4598 0.210
H 0.6743 -1.2445 -0.2401 0.154
H -0.8495 1.9353 -1.5767 0.220
H 2.4460 0.2178 -1.1634 0.210
C 0.0135 0.7593 0.1108 -0.254
H -3.0926 -0.9388 -0.1295 0.219
C -2.0195 -0.9350 0.0868 -0.614
H 3.0911 -0.8261 0.1280 0.218
H 0.2859 1.6778 0.6311 0.219
H -0.5203 0.1812 -1.9704 0.210
H -1.8841 -1.3892 1.0766 0.200
C 0.9997 -0.3623 0.3370 0.097
C -0.7006 0.9279 -1.1982 -0.416
```

**E_HOMO**: -0.3699 Eh
**Energy above the lowest of the compared OMol25 structures with the same formula, charge and spin**: 95.4 kJ/mol
**Frontier orbital gap**: 11.091 eV
**Spin multiplicity**: 1


No. 8
ORCA calculation (ωB97M-V/def2-TZVPD) on a molecular structure, C37H45BN10O3S5Ti.

Structure (XYZ):
```
102
Properties=species:S:1:pos:R:3:lowdin_charge:R:1
C -0.7253 3.8059 4.4658 -0.035
H 4.4026 -0.1165 -1.3179 0.084
H -2.0592 -4.6607 4.5740 0.092
C -2.6632 -3.3512 0.7553 0.071
H -4.4478 -3.7314 2.8612 0.080
H -4.4446 4.4878 -0.3357 0.082
H 0.2180 3.8689 5.0102 0.082
H -3.3304 -3.1496 -2.4309 0.085
C 1.1900 1.4732 3.8710 0.074
N -1.0907 -1.2250 0.3655 0.004
C -2.9661 2.2053 -0.7215 -0.197
H -6.3396 2.2102 -1.3471 0.090
H -5.7453 3.7444 0.5907 0.092
C -0.3747 1.8632 -1.4777 -0.593
S 9.5507 0.1657 -5.5424 0.386
S 2.6983 -0.4606 0.7626 0.803
H -2.1803 -0.9632 4.0481 0.059
N -1.3740 -1.5629 1.6218 0.209
H -3.2737 2.8337 4.2286 0.095
H 0.4957 4.2732 -2.6145 0.089
C -2.5435 2.3329 3.5914 -0.058
N 2.9144 -0.9517 -2.4800 -0.131
C 4.1728 -0.5250 -2.2933 -0.102
C -3.9527 -2.9857 3.4844 -0.034
C -4.8128 1.1775 0.6264 -0.049
H -4.3846 -2.0089 3.2600 0.089
H -5.8632 1.2828 0.9022 0.091
H -5.0839 1.2396 -2.1242 0.093
H -2.3020 -5.1265 2.8909 0.082
H -4.1763 -3.2261 4.5243 0.091
C -2.3845 3.1118 -1.6449 0.074
S 1.1935 1.4112 -1.9960 0.771
C 1.0998 -3.9352 -0.1724 -0.909
H -0.3273 1.6521 6.1662 0.081
C -1.2801 1.6574 5.6364 -0.029
C -4.4320 2.2998 -0.3385 -0.547
C -1.0879 2.9655 -2.0361 -0.229
O 9.1627 1.0320 -4.4488 -0.371
H -2.0018 2.1830 6.2625 0.093
H -0.7161 -1.9405 4.1222 0.089
H 1.5535 -1.7721 -3.8202 0.095
C -4.6904 3.6576 0.3276 -0.031
C 3.4746 -1.5266 -4.7297 0.022
H -5.0927 2.9981 -2.3080 0.081
H -3.5065 -4.5911 -1.4071 0.088
N -0.5238 1.1826 2.2614 0.194
C 7.9607 -0.5282 -6.1216 -0.334
H -4.1030 3.7635 1.2408 0.075
C 4.7857 -1.0862 -4.5393 -0.097
O 10.0841 0.8380 -6.7037 -0.354
C -2.4331 -2.9761 3.2736 -0.544
H -1.4756 4.3521 5.0388 0.090
N -2.2583 1.2551 -0.1802 0.195
C -5.2814 2.1813 -1.6099 -0.037
C -0.1470 1.6366 3.4202 -0.199
H -2.5085 2.8421 2.6283 0.066
N -0.9823 1.1220 -0.5475 -0.030
H -1.6135 0.6246 5.5250 0.071
H 4.1973 1.1211 2.7830 0.091
H -0.1362 3.2871 -3.9133 0.088
H -0.5994 4.3068 3.5048 0.093
H 3.7083 1.0537 4.4889 0.086
H -2.0378 -2.2512 5.2591 0.093
C 6.7294 -1.5428 -7.7213 -0.111
H -0.7787 -4.3875 3.3811 0.081
C -1.8571 -4.3726 3.5415 -0.035
N 0.3704 0.5469 1.4937 0.011
H 6.6721 -1.9310 -8.7333 0.110
C 5.1264 -0.5811 -3.2827 0.047
H -2.8773 1.3112 3.4090 0.068
S 0.7422 -5.3351 0.4830 0.650
H 6.1339 -0.2253 -3.1165 0.131
C -0.4234 3.8571 -3.0284 -0.053
N 7.8827 -1.0059 -7.3613 0.136
C -1.5020 -1.9046 -0.7134 -0.575
S -0.9286 -1.3937 -2.2706 0.767
H -3.2942 -4.2068 0.9549 0.130
H -4.6732 0.1990 0.1661 0.082
C -1.1780 2.3532 4.2725 -0.545
H 3.7799 -0.4205 3.4995 0.087
C 5.6291 -1.6202 -6.8730 0.003
H -1.0853 4.6688 -3.3228 0.086
H 1.4804 1.8646 4.8370 0.127
C -2.8266 -3.7996 -1.7147 -0.045
N 6.9846 -0.5712 -5.2328 0.155
H -4.2069 1.2093 1.5305 0.059
H -2.9825 3.9153 -2.0552 0.126
C -1.7999 -1.9687 4.2326 -0.057
C 5.8241 -1.1058 -5.5986 -0.225
C 3.5284 0.6409 3.4986 -0.056
B -0.1565 0.0102 0.1520 -0.716
C 2.5811 -1.4401 -3.6877 -0.123
Ti 1.2582 -1.0077 -1.2058 0.481
C -2.3541 -3.0213 -0.5343 -0.236
H 4.7012 -2.0614 -7.2055 0.096
C -2.1360 -2.6049 1.8325 -0.189
C 1.6510 0.3560 1.8269 -0.554
H -1.9733 -4.2441 -2.2298 0.092
C 2.1075 0.8390 3.0947 -0.231
H 3.1385 -1.9246 -5.6757 0.114
N 1.3668 -2.8906 -0.6654 -0.081
O 10.2358 -1.0516 -5.1482 -0.356
```

**E_HOMO**: -0.2546 Eh
**Energy above the lowest of the compared OMol25 structures with the same formula, charge and spin**: 0.0 kJ/mol
**Frontier orbital gap**: 5.322 eV
**Spin multiplicity**: 1


What did the first record say?
ORCA calculation (ωB97M-V/def2-TZVPD) on a molecular structure, F24NaP4 at a distorted geometry.

Structure (XYZ):
```
29
Properties=species:S:1:pos:R:3:nbo_charge:R:1
F -2.6233 1.7227 -2.8110 -0.601
F -2.7098 2.1317 2.8144 -0.596
F 1.1058 -4.5330 0.2119 -0.608
F 0.3488 1.0246 2.6814 -0.596
F 4.7254 0.8231 -1.4242 -0.600
F 3.7751 2.8794 -1.1246 -0.604
Na 0.2866 0.4663 -0.0249 0.955
F -0.1488 -1.6799 1.2096 -0.602
F -1.3666 0.7677 4.0906 -0.599
F -1.7171 0.3036 1.8082 -0.579
F -0.6792 2.9257 3.4182 -0.605
P -1.1930 1.5649 2.6716 2.593
F -1.7639 -0.0583 -3.9318 -0.590
F 0.4666 -3.6779 2.2384 -0.603
F -4.0545 0.0199 -3.4938 -0.612
P 3.3298 1.3439 -0.7740 2.595
F -3.5681 0.3278 -1.2964 -0.590
F 4.0457 1.4100 0.6709 -0.592
F -1.3070 0.1398 -1.6808 -0.618
F 2.5958 1.2818 -2.2260 -0.592
F -2.7066 -1.4956 -2.4430 -0.586
F 2.8254 -0.1518 -0.4772 -0.582
F -0.9210 2.3081 1.2484 -0.604
F 1.9711 -2.5351 0.9574 -0.591
F 0.4993 -2.5564 -0.8091 -0.592
P 0.4843 -3.1131 0.7090 2.599
F -1.0148 -3.6753 0.4709 -0.594
P -2.6649 0.0963 -2.6261 2.605
F 1.9787 1.9390 -0.0581 -0.610
```

**Total charge**: -3
**E_HOMO**: -0.1523 Eh
**Energy above the lowest of the compared OMol25 structures with the same formula, charge and spin**: 0.0 kJ/mol
**Frontier orbital gap**: 10.412 eV
**Spin multiplicity**: 1


Q: What is the formula in the second record?
A: C20H27EuN2O2PS2


Q: spin multiplicity of number 5 (C8H13N3O2)?
A: 1